Entry 1:
{"formula": "C27H46Cl3O2PSc", "method": "ωB97M-V/def2-TZVPD", "e_above_lowest_kcal_mol": 39.1, "e_homo_ev": [-3.7, -2.1], "e_tot_ev": -100400.70941, "largest_force_ev_per_a": 3.15, "spin_multiplicity": 1, "charge": -1, "gap_ev": [6.38, 4.76], "species": ["Sc", "Cl", "P", "C", "H", "H", "C", "C", "C", "H", "C", "H", "H", "C", "H", "H", "C", "H", "H", "C", "H", "H", "H", "H", "C", "C", "H", "C", "H", "H", "C", "H", "H", "C", "H", "H", "C", "H", "H", "H", "H", "C", "H", "C", "H", "H", "C", "H", "H", "C", "H", "H", "C", "H", "H", "H", "H", "C", "C", "H", "C", "H", "C", "H", "H", "C", "H", "H", "C", "H", "H", "H", "H", "Cl", "C", "Cl", "C", "O", "O", "H"], "positions_angstrom": [[-0.508, 0.276, 2.266], [-2.746, 0.793, 1.680], [-0.184, 0.166, -0.617], [-0.899, 1.191, 4.353], [-0.143, 1.978, 4.426], [-1.947, 1.521, 4.280], [1.222, -0.750, -1.435], [-0.136, 1.978, -1.056], [2.583, -0.118, -1.112], [1.194, -1.727, -0.920], [3.725, -1.039, -1.565], [2.666, 0.856, -1.619], [2.689, 0.095, -0.039], [3.603, -1.425, -3.039], [4.679, -0.537, -1.378], [3.707, -1.944, -0.942], [2.208, -1.951, -3.392], [3.836, -0.554, -3.665], [4.351, -2.185, -3.282], [1.095, -1.000, -2.939], [2.123, -2.119, -4.471], [2.054, -2.922, -2.900], [1.174, -0.041, -3.473], [0.122, -1.435, -3.198], [-1.778, -0.451, -1.398], [0.371, 2.317, -2.458], [-1.200, 2.267, -0.990], [0.066, 3.794, -2.731], [1.454, 2.132, -2.519], [-0.105, 1.702, -3.235], [0.728, 4.716, -1.701], [0.388, 4.057, -3.744], [-1.023, 3.940, -2.688], [0.430, 4.307, -0.259], [1.814, 4.722, -1.860], [0.384, 5.743, -1.857], [0.607, 2.804, 0.005], [1.066, 4.864, 0.438], [-0.611, 4.560, -0.016], [1.676, 2.535, 0.030], [0.224, 2.609, 1.022], [-1.851, -1.984, -1.397], [-2.512, -0.099, -0.651], [-3.243, -2.461, -1.839], [-1.089, -2.408, -2.069], [-1.628, -2.363, -0.389], [-3.707, -1.822, -3.154], [-3.235, -3.551, -1.943], [-3.965, -2.218, -1.047], [-3.567, -0.295, -3.156], [-3.128, -2.240, -3.990], [-4.753, -2.089, -3.343], [-2.168, 0.171, -2.742], [-3.802, 0.105, -4.149], [-4.295, 0.138, -2.454], [-1.438, -0.104, -3.519], [-2.178, 1.268, -2.683], [-0.018, -1.749, 1.898], [-0.618, -0.112, 4.696], [0.404, -2.055, 0.928], [-1.745, -1.039, 5.090], [0.398, -0.452, 4.943], [-1.482, -2.547, 4.988], [-2.010, -0.835, 6.142], [-2.633, -0.781, 4.489], [-1.427, -3.092, 3.551], [-0.553, -2.802, 5.514], [-2.294, -3.064, 5.518], [-0.050, -2.849, 2.868], [-1.611, -4.177, 3.603], [-2.258, -2.660, 2.973], [0.705, -2.604, 3.636], [0.262, -3.785, 2.373], [2.423, 2.341, 4.981], [3.292, 1.299, 3.831], [3.352, -0.404, 4.355], [2.584, 1.308, 2.475], [3.252, 1.610, 1.488], [1.323, 0.985, 2.476], [4.301, 1.692, 3.705]]}

---

Entry 2:
{"formula": "C27H46F2LiNO31S2", "method": "ωB97M-V/def2-TZVPD", "e_homo_ev": -9.4, "e_tot_ev": -121008.63525, "largest_force_ev_per_a": 8.96, "spin_multiplicity": 1, "charge": 0, "gap_ev": 5.79, "species": ["Li", "N", "S", "O", "O", "F", "S", "O", "O", "F", "C", "C", "O", "C", "O", "O", "H", "H", "H", "H", "C", "C", "O", "C", "O", "O", "H", "H", "H", "H", "C", "C", "O", "C", "O", "O", "H", "H", "H", "H", "C", "C", "O", "C", "O", "O", "H", "H", "H", "H", "C", "O", "C", "O", "O", "C", "H", "H", "H", "H", "H", "H", "C", "O", "C", "O", "O", "C", "H", "H", "H", "H", "H", "H", "C", "O", "C", "O", "O", "C", "H", "H", "H", "H", "H", "H", "C", "O", "C", "O", "O", "C", "H", "H", "H", "H", "H", "H", "C", "O", "C", "O", "O", "C", "H", "H", "H", "H", "H", "H"], "positions_angstrom": [[10.646, 7.445, 16.966], [9.945, 9.227, 13.286], [10.273, 10.544, 12.577], [9.130, 11.291, 12.036], [11.664, 10.703, 12.085], [10.414, 11.437, 14.007], [9.286, 8.535, 11.875], [10.000, 8.602, 10.583], [7.846, 8.673, 11.697], [9.483, 7.023, 12.326], [3.588, 18.437, 11.681], [4.696, 17.537, 11.180], [5.605, 17.702, 12.224], [5.329, 18.596, 13.044], [5.974, 18.941, 14.009], [3.981, 18.930, 12.905], [2.736, 17.779, 11.854], [3.302, 19.268, 11.036], [5.171, 17.812, 10.238], [4.319, 16.542, 10.944], [8.545, -0.699, 11.820], [8.867, -2.272, 11.581], [9.266, -2.097, 10.203], [9.117, -0.846, 9.663], [9.341, -0.560, 8.534], [8.701, 0.026, 10.616], [9.276, -0.218, 12.470], [7.551, -0.487, 12.215], [8.048, -2.974, 11.738], [9.698, -2.538, 12.234], [12.917, 18.937, 10.832], [12.666, 17.718, 11.698], [13.890, 17.088, 11.867], [14.657, 17.454, 10.789], [15.781, 17.019, 10.470], [14.100, 18.537, 10.187], [12.983, 19.781, 11.518], [12.044, 19.124, 10.206], [11.857, 17.167, 11.218], [12.284, 17.937, 12.695], [4.964, 13.900, 17.195], [4.849, 14.741, 18.362], [3.670, 15.468, 18.149], [2.908, 14.795, 17.321], [1.777, 14.957, 17.003], [3.631, 13.803, 16.813], [5.424, 12.933, 17.400], [5.558, 14.316, 16.382], [5.699, 15.422, 18.406], [4.770, 14.155, 19.278], [11.518, 12.580, 4.413], [12.200, 12.651, 3.244], [13.067, 13.673, 2.878], [13.706, 13.670, 1.852], [13.252, 14.514, 3.876], [13.980, 15.754, 3.683], [12.294, 12.668, 5.174], [10.984, 11.665, 4.670], [10.773, 13.367, 4.525], [14.938, 15.526, 3.216], [14.191, 16.186, 4.661], [13.525, 16.533, 3.071], [12.468, 20.629, 17.818], [13.094, 21.498, 16.877], [13.742, 22.570, 17.184], [14.032, 23.068, 18.266], [14.035, 23.228, 16.005], [14.840, 24.358, 15.909], [13.149, 20.325, 18.612], [12.121, 19.731, 17.306], [11.647, 21.186, 18.270], [14.619, 24.798, 14.937], [15.887, 24.055, 15.932], [14.610, 25.063, 16.708], [4.098, 6.041, 17.504], [4.296, 5.694, 18.894], [5.531, 5.407, 19.289], [6.489, 5.607, 18.590], [5.514, 5.095, 20.624], [6.711, 5.069, 21.366], [3.038, 5.915, 17.287], [4.428, 5.167, 16.943], [4.509, 6.964, 17.094], [7.182, 6.017, 21.625], [7.442, 4.386, 20.932], [6.548, 4.464, 22.258], [5.568, 6.348, 3.327], [5.196, 7.721, 3.576], [3.935, 8.185, 3.310], [3.087, 7.617, 2.640], [3.842, 9.406, 3.811], [4.216, 9.734, 5.082], [5.247, 6.108, 2.314], [4.980, 5.799, 4.063], [6.645, 6.280, 3.478], [3.877, 9.110, 5.909], [3.752, 10.692, 5.320], [5.295, 9.825, 5.207], [19.026, 11.734, 16.827], [19.753, 11.741, 17.992], [19.322, 12.144, 19.161], [18.240, 12.720, 19.414], [20.186, 11.662, 20.030], [20.072, 11.855, 21.476], [19.685, 11.530, 15.984], [18.700, 12.756, 16.633], [18.067, 11.216, 16.846], [20.906, 11.599, 22.131], [19.229, 11.279, 21.858], [19.840, 12.917, 21.549]]}

---

Entry 3:
{"formula": "C27H47AuIN7O2SSi2", "method": "ωB97M-V/def2-TZVPD", "e_above_lowest_kcal_mol": 50.4, "e_homo_ev": [-6.3, -7.3], "s_squared": 2.0420, "e_tot_ev": -81668.40263, "largest_force_ev_per_a": 0.83, "spin_multiplicity": 3, "charge": 0, "gap_ev": [6.65, 6.50], "species": ["Au", "C", "N", "C", "C", "N", "C", "C", "N", "C", "C", "N", "C", "N", "C", "C", "C", "N", "C", "H", "H", "H", "H", "H", "H", "H", "H", "H", "H", "H", "H", "H", "H", "H", "H", "H", "H", "H", "H", "H", "H", "H", "H", "S", "C", "N", "I", "C", "C", "C", "C", "C", "C", "C", "O", "O", "H", "H", "H", "H", "C", "Si", "C", "C", "C", "Si", "C", "C", "C", "H", "H", "H", "H", "H", "H", "H", "H", "H", "H", "H", "H", "H", "H", "H", "H", "H", "H", "H"], "positions_angstrom": [[0.194, 0.989, 1.063], [-2.109, 2.979, 0.059], [-3.260, 2.466, 0.770], [-4.193, 3.427, 1.335], [-5.112, 2.528, 2.142], [-4.250, 1.396, 2.460], [-4.900, 0.244, 3.060], [-3.177, 1.357, 1.587], [-2.204, 0.522, 1.490], [-2.072, -0.623, 2.369], [0.233, -1.475, 2.485], [1.180, -1.166, 1.444], [2.165, -1.940, 1.116], [2.789, -1.815, -0.088], [2.480, -0.789, -1.045], [4.005, -2.597, -0.160], [3.802, -3.594, 0.979], [2.790, -2.946, 1.804], [2.391, -3.573, 3.046], [-2.438, 3.806, -0.570], [-1.685, 2.208, -0.582], [-1.326, 3.332, 0.743], [-4.711, 3.968, 0.545], [-3.676, 4.150, 1.977], [-5.981, 2.211, 1.556], [-5.465, 3.005, 3.055], [-5.752, 0.610, 3.628], [-4.248, -0.273, 3.757], [-5.265, -0.467, 2.312], [-2.967, -1.237, 2.413], [-1.801, -0.303, 3.381], [0.351, -2.461, 2.922], [0.255, -0.722, 3.275], [1.401, -0.731, -1.185], [2.943, -1.053, -1.995], [2.839, 0.199, -0.736], [4.894, -1.976, -0.004], [4.088, -3.084, -1.131], [4.712, -3.750, 1.557], [3.454, -4.566, 0.613], [3.220, -4.192, 3.383], [1.513, -4.215, 2.931], [2.201, -2.829, 3.818], [2.280, 2.457, 4.869], [1.196, 2.312, 3.676], [0.387, 2.213, 2.824], [2.627, -5.514, -2.579], [1.176, -4.939, -1.194], [0.692, -5.863, -0.261], [-0.232, -5.483, 0.680], [-0.703, -4.121, 0.721], [-0.227, -3.208, -0.279], [0.695, -3.624, -1.203], [-1.530, -3.800, 1.759], [-2.277, -3.895, 2.644], [-1.061, -1.473, 1.854], [1.043, -6.887, -0.278], [-0.596, -6.194, 1.411], [-0.592, -2.193, -0.275], [1.054, -2.921, -1.947], [0.925, 0.224, -4.361], [-0.303, 1.128, -3.262], [-1.226, 2.364, -4.315], [-1.506, -0.144, -2.601], [0.593, 1.910, -1.844], [1.591, 3.470, -1.699], [3.325, 3.146, -2.340], [1.710, 4.086, 0.052], [0.822, 4.802, -2.773], [0.495, 0.042, -5.351], [1.195, -0.745, -3.930], [1.846, 0.801, -4.494], [-1.774, 1.843, -5.105], [-0.541, 3.071, -4.792], [-1.947, 2.943, -3.728], [-2.019, -0.653, -3.423], [-2.268, 0.296, -1.949], [-0.979, -0.907, -2.016], [0.542, 1.268, -0.937], [3.892, 2.490, -1.673], [3.873, 4.090, -2.426], [3.300, 2.680, -3.331], [2.217, 3.364, 0.701], [0.727, 4.272, 0.496], [2.276, 5.022, 0.084], [0.954, 4.582, -3.837], [1.289, 5.770, -2.570], [-0.252, 4.896, -2.581]]}

---

Entry 4:
{"formula": "C27H47BClF4NO7P", "method": "ωB97M-V/def2-TZVPD", "e_above_lowest_kcal_mol": 52.5, "e_homo_ev": -10.9, "e_tot_ev": -77928.61200, "largest_force_ev_per_a": 4.32, "spin_multiplicity": 1, "charge": 1, "gap_ev": 8.61, "species": ["C", "C", "C", "O", "O", "C", "C", "C", "C", "C", "C", "C", "C", "O", "O", "C", "C", "C", "C", "O", "C", "O", "C", "C", "C", "F", "F", "C", "F", "F", "N", "C", "Cl", "C", "C", "C", "B", "C", "O", "P", "C", "C", "H", "H", "H", "H", "H", "H", "H", "H", "H", "H", "H", "H", "H", "H", "H", "H", "H", "H", "H", "H", "H", "H", "H", "H", "H", "H", "H", "H", "H", "H", "H", "H", "H", "H", "H", "H", "H", "H", "H", "H", "H", "H", "H", "H", "H", "H", "H"], "positions_angstrom": [[-6.741, 1.120, 2.315], [-6.195, 1.199, 1.108], [-6.039, 2.547, 0.432], [-6.859, 2.932, -0.320], [-4.944, 3.229, 0.801], [-4.384, 4.031, -0.255], [-3.425, 5.069, 0.376], [-1.963, 4.876, -0.123], [-1.378, 3.681, 0.640], [0.161, 3.489, 0.484], [0.519, 2.020, 0.848], [1.017, 1.032, -0.242], [2.311, 1.516, -0.930], [2.937, 2.578, -0.203], [3.515, 3.415, -1.157], [1.518, -0.160, 0.767], [1.457, -1.599, 0.070], [2.977, -1.931, 0.213], [3.488, -2.025, 1.673], [4.325, -3.184, 1.837], [4.226, -3.715, 3.119], [4.521, -3.059, 4.026], [3.775, -5.152, 3.285], [2.718, -5.312, 4.410], [0.682, -2.695, 0.811], [0.415, -2.340, 2.073], [-0.562, -2.910, 0.279], [1.269, -4.149, 0.870], [0.657, -4.737, 1.929], [0.865, -4.863, -0.178], [0.918, -1.152, -1.275], [1.863, -1.385, -2.400], [1.916, -3.219, -2.531], [1.452, -1.011, -3.848], [2.498, -1.638, -4.837], [0.063, 0.118, -1.076], [-0.500, 0.938, -2.347], [-0.472, 2.497, -2.622], [-1.182, 0.207, -3.320], [-1.665, -0.098, -0.381], [-2.612, -1.381, -1.302], [-1.840, -0.391, 1.414], [-7.643, 1.683, 2.566], [-6.341, 0.471, 3.094], [-5.906, 0.277, 0.597], [-3.823, 3.368, -0.930], [-5.138, 4.571, -0.833], [-3.434, 4.878, 1.457], [-3.769, 6.098, 0.234], [-1.992, 4.749, -1.213], [-1.421, 5.808, 0.085], [-1.592, 3.811, 1.709], [-1.890, 2.746, 0.357], [0.553, 3.875, -0.458], [0.595, 4.123, 1.269], [-0.309, 1.647, 1.454], [1.350, 2.082, 1.567], [2.175, 1.857, -1.963], [3.077, 0.726, -0.997], [2.835, 4.074, -1.380], [1.127, -0.105, 1.786], [2.536, 0.210, 0.948], [3.626, -1.205, -0.281], [3.270, -2.883, -0.255], [2.725, -1.993, 2.457], [4.145, -1.168, 1.867], [4.619, -5.806, 3.529], [3.344, -5.541, 2.355], [2.002, -6.081, 4.102], [3.165, -5.680, 5.338], [2.193, -4.385, 4.654], [2.338, -4.275, 1.054], [0.154, -1.789, -1.557], [2.869, -0.985, -2.288], [0.489, -1.443, -4.124], [1.508, 0.066, -4.046], [2.657, -0.912, -5.645], [3.482, -1.766, -4.375], [2.128, -2.545, -5.314], [0.486, 3.006, -2.495], [-1.259, 2.938, -1.996], [-0.791, 2.731, -3.649], [-1.104, 0.674, -4.163], [-2.006, -2.180, -1.748], [-3.317, -1.834, -0.595], [-3.207, -0.894, -2.076], [-2.641, 0.258, 1.796], [-2.190, -1.414, 1.611], [-0.982, -0.232, 2.067]]}

---

Entry 5:
{"formula": "C27H47F3N2O16", "method": "ωB97M-V/def2-TZVPD", "e_above_lowest_kcal_mol": 18.4, "e_homo_ev": -10.7, "e_tot_ev": -72654.17572, "smiles": "N#CC[C@@H](C#N)C[C@@H](O)C(F)(F)F.CCOC(=O)OC.CCOC(=O)OC.CCOC(=O)OC.CCOC(=O)OC.CCOC(=O)OC", "largest_force_ev_per_a": 5.75, "spin_multiplicity": 1, "charge": 0, "gap_ev": 10.95, "species": ["N", "C", "C", "C", "C", "N", "C", "C", "O", "C", "F", "F", "F", "H", "H", "H", "H", "H", "H", "H", "C", "C", "O", "C", "O", "O", "C", "H", "H", "H", "H", "H", "H", "H", "H", "C", "C", "O", "C", "O", "O", "C", "H", "H", "H", "H", "H", "H", "H", "H", "C", "C", "O", "C", "O", "O", "C", "H", "H", "H", "H", "H", "H", "H", "H", "C", "C", "O", "C", "O", "O", "C", "H", "H", "H", "H", "H", "H", "H", "H", "C", "C", "O", "C", "O", "O", "C", "H", "H", "H", "H", "H", "H", "H", "H"], "positions_angstrom": [[3.094, -4.336, 1.730], [3.654, -3.404, 1.490], [4.141, -2.095, 0.979], [2.964, -1.114, 0.616], [3.644, 0.056, -0.055], [4.220, 0.929, -0.451], [1.939, -1.740, -0.387], [0.442, -1.479, -0.056], [-0.318, -2.467, -0.760], [0.072, -1.664, 1.426], [0.780, -2.588, 2.051], [-1.202, -2.041, 1.489], [0.209, -0.536, 2.131], [4.761, -2.185, 0.075], [4.745, -1.606, 1.760], [2.520, -0.707, 1.535], [2.069, -2.825, -0.524], [2.118, -1.258, -1.366], [0.071, -0.510, -0.441], [-0.043, -2.482, -1.686], [0.573, 1.561, 4.399], [1.540, 2.551, 3.781], [2.229, 3.306, 4.784], [3.231, 2.666, 5.392], [3.601, 1.542, 5.162], [3.743, 3.484, 6.317], [4.776, 2.895, 7.108], [-0.107, 2.068, 5.086], [-0.010, 1.065, 3.628], [1.100, 0.800, 4.974], [0.988, 3.273, 3.180], [2.254, 2.056, 3.119], [5.558, 2.468, 6.483], [4.355, 2.134, 7.765], [5.208, 3.684, 7.719], [-0.219, 2.712, -6.143], [-1.268, 2.623, -5.054], [-0.785, 1.883, -3.923], [0.037, 2.546, -3.108], [0.395, 3.690, -3.230], [0.420, 1.708, -2.139], [1.382, 2.258, -1.233], [0.141, 1.717, -6.411], [-0.630, 3.192, -7.033], [0.645, 3.287, -5.812], [-2.136, 2.078, -5.427], [-1.614, 3.610, -4.746], [1.036, 3.203, -0.815], [2.339, 2.384, -1.737], [1.513, 1.554, -0.415], [-3.819, -2.069, 3.545], [-4.783, -2.823, 2.654], [-6.147, -2.547, 3.006], [-6.624, -1.377, 2.577], [-6.026, -0.559, 1.925], [-7.883, -1.259, 3.015], [-8.494, -0.008, 2.700], [-4.032, -2.269, 4.597], [-2.792, -2.361, 3.331], [-3.906, -0.992, 3.400], [-4.644, -3.896, 2.790], [-4.609, -2.606, 1.599], [-8.424, 0.210, 1.636], [-8.032, 0.790, 3.282], [-9.544, -0.080, 2.975], [2.901, 5.533, -3.395], [2.155, 5.797, -4.686], [2.659, 6.964, -5.354], [3.802, 6.797, -6.020], [4.427, 5.771, -6.118], [4.150, 7.977, -6.549], [5.408, 7.964, -7.223], [2.892, 6.421, -2.759], [2.448, 4.706, -2.856], [3.947, 5.288, -3.585], [1.108, 5.997, -4.466], [2.186, 4.934, -5.353], [5.450, 7.171, -7.967], [6.217, 7.853, -6.501], [5.517, 8.922, -7.727], [-3.413, -10.067, 0.422], [-3.976, -9.017, 1.358], [-3.067, -7.920, 1.519], [-3.038, -7.044, 0.510], [-3.706, -7.093, -0.493], [-2.125, -6.113, 0.797], [-1.925, -5.150, -0.241], [-2.422, -10.383, 0.754], [-4.069, -10.937, 0.383], [-3.303, -9.675, -0.589], [-4.114, -9.447, 2.349], [-4.950, -8.659, 1.021], [-2.867, -4.697, -0.547], [-1.432, -5.620, -1.094], [-1.278, -4.373, 0.150]]}